Molecular formula: C2H4N2O2
Method: DFT, the ωB97M-V functional and the def2-TZVPD basis

```
10
Properties=species:S:1:pos:R:3:forces:R:3
C 2.734 0.155 -0.347 0.15 -0.46 1.37
C -2.515 -0.489 0.022 -2.05 1.27 -0.20
N 1.676 -0.561 -0.364 -0.59 1.32 0.44
N -3.513 0.111 0.000 1.42 -1.78 0.85
O -4.606 0.529 0.195 -1.08 0.98 -0.30
O 0.509 -0.123 0.299 0.65 -0.35 -0.36
H 3.485 -0.442 -0.819 0.79 0.26 -0.54
H 3.107 1.048 0.265 -1.32 -0.99 -0.87
H 0.685 0.579 0.941 0.37 0.21 -0.05
H -1.562 -0.808 -0.192 1.67 -0.46 -0.33
```
Forces are in eV/Å.

Calculated values
HOMO energy in eV: -9.8
Strongest force on any atom in eV/A: 2.43
SMILES string: C#[N+][O-].C=NO
HOMO-LUMO gap in eV: 10.44



Molecular formula: C25H24N4O
Method: DFT, the ωB97M-V functional and the def2-TZVPD basis

```
54
Properties=species:S:1:pos:R:3:forces:R:3
C 4.557 2.823 1.268 3.86 -1.84 -1.55
C 4.389 1.436 0.653 -0.14 5.50 6.64
C 3.900 0.543 1.462 -3.73 -8.94 2.75
C 3.546 -0.859 0.997 0.04 1.15 0.49
C 3.756 -1.315 -0.461 1.00 10.42 9.66
C 4.181 -0.237 -1.099 1.41 1.03 -5.35
C 4.396 0.993 -0.505 3.47 2.12 -13.40
H 4.850 1.894 -1.465 -1.45 -2.64 2.85
H 4.370 -0.375 -2.278 -0.39 0.61 2.75
O 3.579 -2.410 -0.894 -0.53 -5.84 -5.62
C 2.742 -3.137 -0.177 -0.49 -8.81 -1.59
C 1.258 -2.874 -0.132 4.79 -7.64 1.02
N 0.436 -4.060 0.038 -0.08 9.02 -0.20
N -0.680 -3.064 0.277 -2.75 -4.66 -2.03
C -1.987 -3.572 0.260 0.65 -0.77 3.58
N -3.021 -2.747 0.515 1.03 -5.25 -1.42
C -2.669 -1.549 0.321 -1.09 9.65 -0.23
C -1.460 -0.914 0.248 2.47 1.70 -2.41
C -0.281 -1.695 0.049 -13.53 -2.66 3.43
N 0.897 -1.658 0.060 9.07 2.75 -2.00
C -1.253 0.617 -0.104 -0.89 -0.61 7.82
C -2.449 1.463 0.873 3.85 -0.30 -5.63
C -3.697 0.978 0.404 -2.49 -1.68 0.27
C -4.846 1.756 0.396 -2.05 -0.95 -4.39
C -6.042 1.364 -0.301 4.01 -5.86 4.25
C -6.132 -0.150 -0.217 -1.91 -1.67 -1.40
C -5.125 -1.210 -0.089 2.01 16.85 0.46
C -3.833 -0.351 0.155 -1.24 -8.88 0.36
H -5.327 -2.127 -0.093 -1.05 -7.33 0.00
H -7.162 -0.610 -0.349 0.95 0.94 -0.06
H -6.871 1.973 -0.209 -1.76 1.00 -0.60
H -4.683 2.746 0.221 0.56 3.27 0.99
H -2.218 2.477 0.537 -0.18 0.16 1.08
H -2.222 1.095 1.775 0.90 -0.33 3.86
C 0.134 1.062 0.491 -4.12 1.90 -1.88
H 0.884 0.495 0.687 3.86 -4.93 1.30
H 0.098 1.690 1.248 -1.51 2.03 5.11
C 0.725 2.009 -0.378 0.40 -2.62 -7.94
C 0.220 1.299 -1.868 -0.87 -2.84 3.85
C -1.328 1.060 -1.441 3.10 -4.23 -4.02
H -1.527 0.024 -1.960 -0.93 2.60 -0.23
H -1.984 1.874 -1.486 -0.96 1.08 -1.22
H 0.225 1.802 -2.767 0.68 1.38 -1.92
H 0.761 0.194 -1.976 -1.36 2.95 0.24
H 1.706 2.125 -0.670 3.11 -0.77 0.90
H 0.458 2.931 -0.624 -2.59 4.42 0.45
H -2.085 -4.722 0.534 0.29 2.58 -1.19
H 2.996 -4.392 -0.763 -1.56 3.48 1.50
H 3.265 -3.466 0.687 -0.37 0.32 1.74
H 2.965 -1.496 1.756 1.17 1.03 -1.25
H 3.566 0.730 2.478 0.32 0.09 0.06
H 3.761 3.166 1.841 -0.99 0.12 1.73
H 5.654 2.908 1.601 -1.88 -0.09 0.65
H 4.607 3.465 0.472 -0.12 1.96 -2.31
```
Forces are in eV/Å.

Calculated values
HOMO energy in eV: -8.4
Strongest force on any atom in eV/A: 16.98
HOMO-LUMO gap in eV: 8.20



Result set for lowest unoccupied orbital energy: 0.671, -0.158 eV, one per record in the order listed.
Result set for ΔE to the lowest compared entry with this formula, charge and spin: 159.9, 458.3 kcal/mol, one per record in the order listed.
Result set for M: 88.066, 396.494 g mol⁻¹, one per record in the order listed.